C2I3N as an isolated structure in a non-equilibrium geometry. Source: the OMol25 dataset; level of theory: ωB97M-V with the def2-TZVPD basis set.

## Properties
Total charge ... 0
LUMO energy ... -0.055 Eh
ΔE to the lowest compared entry with this formula, charge and spin ... 405.50 kJ/mol
HOMO-LUMO gap ... 7.1 eV
2S+1 ... 1

```
6
Properties=species:S:1:pos:R:3:lowdin_charge:R:1
C 1.2299 1.7650 -2.1176 -0.166
C -1.6349 0.4364 -0.2586 -1.351
N 1.5947 1.5798 -1.0257 -0.741
I -3.0992 -0.4116 0.8389 0.703
I -1.7904 2.4240 -0.7275 0.678
I 1.8592 1.1507 0.8181 0.875
```

C2N2S3 in the gas phase in a non-equilibrium geometry. Source: the OMol25 dataset; level of theory: ωB97M-V with the def2-TZVPD basis set.

## Properties
Total charge ... 0
LUMO energy ... -0.072 Eh
ΔE to the lowest compared entry with this formula, charge and spin ... 90.50 kJ/mol
HOMO-LUMO gap ... 8.0 eV
2S+1 ... 1

```
7
Properties=species:S:1:pos:R:3:lowdin_charge:R:1
C 1.3448 0.7152 -0.3096 -0.944
C -1.6688 0.1620 0.4115 -0.511
N 0.3300 0.7608 -0.9072 -0.176
N -2.1824 1.0341 0.8906 0.143
S 2.6766 0.3170 0.4370 0.740
S -0.7314 -0.8007 -0.7088 0.518
S 0.2312 -2.1884 0.1865 0.229
```

C2N4O in the gas phase in a non-equilibrium geometry. Source: the OMol25 dataset; level of theory: ωB97M-V with the def2-TZVPD basis set.

## Properties
SMILES string ... N#Cc1nnno1
Total charge ... 0
LUMO energy ... -0.038 Eh
ΔE to the lowest compared entry with this formula, charge and spin ... 117.41 kJ/mol
HOMO-LUMO gap ... 10.9 eV
2S+1 ... 1

```
7
Properties=species:S:1:pos:R:3:lowdin_charge:R:1
N -0.9370 -1.8138 -1.7498 0.239
C -0.5488 -0.9097 -1.1091 -0.118
C -0.1241 -0.2281 -0.0460 -0.402
N -0.1928 -0.2339 1.3132 0.160
N 0.5392 0.9203 1.5995 0.054
N 0.8662 1.4237 0.4848 -0.023
O 0.3973 0.8416 -0.4926 0.090
```

C2N4O3 in the gas phase in a non-equilibrium geometry. Source: the OMol25 dataset; level of theory: ωB97M-V with the def2-TZVPD basis set.

## Properties
SMILES string ... O=c1nnnnc(=O)o1
Total charge ... 0
LUMO energy ... -0.126 Eh
ΔE to the lowest compared entry with this formula, charge and spin ... 238.58 kJ/mol
HOMO-LUMO gap ... 6.2 eV
2S+1 ... 1

```
9
Properties=species:S:1:pos:R:3:lowdin_charge:R:1
O -1.7447 -1.5431 0.5109 0.204
C -0.9438 -0.7985 0.0226 -0.406
N -1.2445 0.4284 -0.6475 0.120
N -1.2114 1.4330 -0.0052 0.042
N 0.2259 1.7784 -0.0508 0.176
N 0.9223 0.9750 0.6288 0.112
C 1.2401 -0.2903 0.0409 -0.515
O 2.3565 -0.6905 -0.0710 0.159
O 0.3997 -1.2924 -0.4286 0.108
```

C2N5O21Zr3 as an isolated structure in a non-equilibrium geometry. Source: the OMol25 dataset; level of theory: ωB97M-V with the def2-TZVPD basis set.

## Properties
Total charge ... +2
LUMO energy (spin up / spin down) ... -0.381 / -0.379 Eh
HOMO-LUMO gap (spin up / spin down) ... 4.3 / 4.3 eV
2S+1 ... 2

```
31
Properties=species:S:1:pos:R:3:mulliken_spin:R:1
Zr 2.1425 -1.8020 1.4579 0.001
Zr -2.5611 0.2647 -2.1380 0.000
Zr 0.7586 3.0088 2.3340 0.996
C -0.0272 -0.1092 3.3480 0.005
O 0.6400 -0.9511 2.6795 -0.001
O -0.6662 -0.3949 4.3523 -0.010
O 0.2231 1.0678 3.0981 -0.015
C -1.6096 2.1290 -3.9979 0.000
O -2.1234 2.1711 -2.9110 0.000
O -1.2117 3.2276 -4.5721 0.000
O -1.7727 0.9197 -4.1115 0.000
N 3.6441 1.2533 1.9414 0.000
O 3.3965 0.0574 1.6539 0.003
O 4.7261 1.8625 1.8334 0.037
O 2.5448 1.7750 2.2151 -0.024
N 0.7045 0.7574 -0.6112 -0.004
O 0.8906 1.6412 0.3210 0.003
O -0.3818 0.6470 -1.2259 0.006
O 1.1653 -0.2930 -0.0775 0.000
N -2.8765 2.1280 0.7797 0.002
O -1.7509 2.0563 1.2115 -0.004
O -3.7929 2.3788 1.4565 0.003
O -3.0758 1.8969 -0.3591 0.001
N -0.3809 -2.4208 -2.9066 0.000
O -1.2717 -1.6252 -2.6462 0.000
O 0.6611 -2.0100 -3.4314 0.000
O -0.4996 -3.5173 -2.6488 0.000
N 0.4410 -4.2026 0.8673 0.000
O 1.4469 -3.9817 1.5672 0.001
O 0.3055 -4.8975 -0.1326 0.000
O 0.3113 -3.0369 0.6528 0.001
```

A 3-piece molecular cluster, C2O5S overall in a non-equilibrium geometry. Source: the OMol25 dataset; level of theory: ωB97M-V with the def2-TZVPD basis set.

## Properties
Total charge ... 0
LUMO energy ... -0.054 Eh
ΔE to the lowest compared entry with this formula, charge and spin ... 31.01 kJ/mol
HOMO-LUMO gap ... 10.5 eV
2S+1 ... 1

```
8
Properties=species:S:1:pos:R:3:lowdin_charge:R:1
C 0.2862 0.2457 1.8604 -0.053
C -0.5936 -1.6036 -0.9363 -0.458
O 1.2431 -0.3249 1.8939 0.107
O -1.2780 -1.2701 -0.0681 0.157
O -0.4768 1.0523 -1.2091 -0.406
O 1.1038 2.2231 0.2240 -0.449
O 0.0291 -2.1792 -1.7084 0.232
S -0.3139 1.8566 -0.0563 0.871
```

DFT total energy, record by record: -27860.2904, -37556.9401, -10076.9777, -14167.4103, -56313.6438, -23146.0824 eV